{
  "formula": "CH2FNO2",
  "method": "ωB97M-V/def2-TZVPD",
  "gap_ev": [9.7359, 9.7354],
  "total_energy_ha": -344.2335,
  "mol_weight_g_mol": 79.0,
  "symbols": ["C", "N", "O", "O", "F", "H", "H"],
  "positions_angstrom": [[-0.862, -0.084, 0.149], [1.104, 0.206, -0.210], [1.365, 1.337, -0.309], [1.789, -0.740, 0.013], [-0.874, -1.293, -0.350], [-0.978, 0.060, 1.254], [-1.544, 0.513, -0.547]]
}